No. 1
DFT (the ωB97M-V functional and the def2-TZVPD basis) results for 5 unconnected molecules or ions with the total composition C31H19F2NO13.

Atoms and positions in Å:
C 2.1793 -3.3934 0.9990
C 1.3347 -2.2537 0.1483
C -0.1531 -2.1382 -0.0467
N -1.0517 -3.1716 0.5962
C -1.7116 -2.4499 1.7864
O -1.7158 -3.0323 3.0057
F -2.3972 -1.1230 1.5744
C -2.2114 -3.5769 -0.2871
O -3.3259 -4.0393 0.3452
F -2.2402 -3.5726 -1.7679
C -0.4618 -0.7950 -0.9353
O -1.6808 -0.4022 -1.3155
O 0.8729 -0.1843 -1.1252
C 2.0399 -0.9564 -0.6303
O 3.3315 -0.6517 -0.7780
H 1.4874 -4.1885 1.5121
H 2.8571 -3.9731 0.2155
H 2.8800 -2.9093 1.8045
C -1.9026 -3.2344 -6.1907
C -1.0053 -3.1929 -5.2010
C -0.1629 -4.3622 -4.8812
O 0.6573 -4.3258 -3.9743
C -0.3492 -5.5779 -5.6980
C -1.2465 -5.6194 -6.6877
C -2.0889 -4.4501 -7.0075
O -2.9091 -4.4865 -7.9144
H -2.5289 -2.3859 -6.4378
H -0.8562 -2.3084 -4.5933
H 0.2771 -6.4264 -5.4508
H -1.3956 -6.5039 -7.2954
C -2.4009 2.0900 2.8784
C -3.2816 2.9366 3.4204
C -3.5710 4.2435 2.7978
O -4.3755 5.0199 3.2943
C -2.8509 4.5777 1.5530
C -1.9701 3.7311 1.0110
C -1.6808 2.4242 1.6335
O -0.8763 1.6478 1.1370
H -2.1765 1.1279 3.3225
H -3.8185 2.7059 4.3327
H -3.0753 5.5398 1.1088
H -1.4333 3.9618 0.0986
C 4.9895 -4.0913 6.2208
C 4.2062 -4.4163 5.1877
C 3.5827 -3.3786 4.3429
O 2.8640 -3.6751 3.3984
C 3.8595 -1.9687 4.6828
C 4.6428 -1.6438 5.7158
C 5.2663 -2.6815 6.5606
O 5.9850 -2.3850 7.5051
H 5.4539 -4.8400 6.8509
H 3.9941 -5.4458 4.9251
H 3.3951 -1.2201 4.0527
H 4.8549 -0.6143 5.9784
C -0.9678 7.6232 -3.5444
C -1.8771 7.1293 -2.6985
C -1.6513 7.1389 -1.2397
O -2.4822 6.6852 -0.4649
C -0.3832 7.7167 -0.7521
C 0.5261 8.2106 -1.5979
C 0.3003 8.2010 -3.0567
O 1.1312 8.6547 -3.8315
H -1.1174 7.6232 -4.6172
H -2.8125 6.7028 -3.0406
H -0.2336 7.7167 0.3207
H 1.4615 8.6372 -1.2559

- E_tot (Eh) = -2424.86230
- highest occupied orbital energy (eV) = -10.14
- F_max (Eh/bohr) = 0.2055
- frontier orbital gap (eV) = 7.950

No. 2
DFT (the ωB97M-V functional and the def2-TZVPD basis) results for a molecular structure, C31H20Br2MgN6O3.

Atoms and positions in Å:
Mg -0.1995 -0.0623 -0.4119
C -0.5484 -7.8859 -2.2465
O -0.0994 -6.7587 -2.9728
C 1.1684 -6.3276 -2.7402
C 2.0323 -6.8964 -1.8135
C 3.3043 -6.3573 -1.6471
C 3.6964 -5.2365 -2.3539
C 2.8437 -4.7021 -3.3201
C 1.5951 -5.2483 -3.5194
N 5.0277 -4.7449 -2.1053
N 5.2564 -3.5421 -1.9196
C 4.1824 -2.5838 -1.8327
C 4.2306 -1.4876 -2.6502
C 3.2050 -0.5297 -2.6948
C 2.0863 -0.6438 -1.8820
O 1.0713 0.1571 -1.8984
C 2.0930 -1.7490 -0.9262
N 1.0426 -1.7823 -0.0586
C 0.9986 -2.7232 0.8579
C 2.0043 -3.6907 0.9981
C 3.0640 -3.6731 0.1379
C 3.1303 -2.7002 -0.8850
H -1.5646 -8.0743 -2.5811
H -0.5508 -7.6908 -1.1705
H 0.0691 -8.7635 -2.4545
H 1.7410 -7.7551 -1.2266
H 3.9945 -6.8075 -0.9442
H 3.1623 -3.8600 -3.9198
H 0.9312 -4.8626 -4.2806
H 5.0802 -1.3931 -3.3167
H 3.2621 0.3001 -3.3861
H 0.1447 -2.7144 1.5264
H 1.9372 -4.4264 1.7869
H 3.8654 -4.3914 0.2450
Br -4.3578 2.4542 0.7280
C -2.5635 2.9295 1.0837
C -2.2834 4.2152 1.5733
C -1.0026 4.6022 1.8230
Br -0.6755 6.3503 2.4827
C 0.0757 3.7164 1.5866
C 1.4431 4.0155 1.7791
C 2.3959 3.0816 1.4794
C 1.9964 1.8325 0.9734
N 0.7361 1.5125 0.8039
C -0.2237 2.4245 1.1122
C -1.5767 1.9893 0.8451
O -1.7692 0.8001 0.3759
H -3.0997 4.9022 1.7470
H 1.7248 4.9900 2.1543
H 3.4464 3.2979 1.6111
H 2.7318 1.0873 0.6903
N -0.9775 -3.7680 -5.5992
C -1.4320 -3.2141 -4.7017
C -1.9929 -2.5093 -3.5831
C -3.3698 -2.4560 -3.3880
C -3.8521 -1.7400 -2.3093
C -2.9519 -1.1036 -1.4702
N -1.6278 -1.1628 -1.6512
C -1.1567 -1.8518 -2.6896
H -4.0367 -2.9614 -4.0730
H -4.9130 -1.6619 -2.1220
H -3.2729 -0.5011 -0.6298
H -0.0828 -1.8643 -2.8236

- E_tot (Eh) = -7095.84086
- highest occupied orbital energy (eV) = -7.45
- relative energy (zero: lowest compared OMol25 entry of this formula, charge and spin) (eV) = 0.028
- F_max (Eh/bohr) = 0.0080
- frontier orbital gap (eV) = 7.099

No. 3
DFT (the ωB97M-V functional and the def2-TZVPD basis) results for a molecular structure, C31H20Cl4N5O10W.

Atoms and positions in Å:
W -0.1483 -0.3050 -0.0206
C -0.7595 -2.0741 -3.3139
O -0.2440 -0.9298 -2.6652
C 0.8440 -0.3060 -3.2069
C 1.5101 -0.7118 -4.3455
C 2.5786 0.0549 -4.8121
C 2.9502 1.2095 -4.1465
C 2.2802 1.6043 -2.9915
C 1.2428 0.8330 -2.4988
N 0.4850 1.1322 -1.3607
N 0.4875 2.4333 -1.0242
C -0.5015 2.8390 -0.1927
C -1.6542 2.0804 0.0531
O -1.7550 0.8305 -0.4055
C -2.7239 2.6209 0.8049
C -2.6286 3.8598 1.3624
C -1.4505 4.6464 1.1900
C -1.3169 5.9137 1.8000
C -0.1799 6.6581 1.6392
C 0.8758 6.1578 0.8530
C 0.7727 4.9311 0.2527
C -0.3907 4.1470 0.4057
H -0.0667 -2.9157 -3.2276
H -0.9553 -1.8613 -4.3676
H -1.6908 -2.3110 -2.8104
H 1.2132 -1.6095 -4.8690
H 3.1109 -0.2608 -5.7002
H 3.7693 1.8108 -4.5206
H 2.5497 2.5061 -2.4609
H -3.5913 1.9901 0.9548
H -3.4372 4.2541 1.9664
H -2.1345 6.2826 2.4092
H -0.0874 7.6242 2.1195
H 1.7795 6.7424 0.7308
H 1.5834 4.5326 -0.3419
Cl 0.6306 3.2577 5.7482
C -0.0135 2.1663 4.5728
C -1.2650 1.5869 4.7481
Cl -2.1951 1.9633 6.1593
C -1.7952 0.7083 3.7996
Cl -3.3606 -0.0021 3.9781
C -1.0670 0.4070 2.6531
O -1.4276 -0.3688 1.6719
C 0.1890 1.0055 2.5007
O 0.7967 0.6232 1.3659
C 0.7303 1.8644 3.4259
Cl 2.2804 2.5621 3.1222
N 3.2969 0.6360 -0.1599
N 3.4874 -0.6904 0.2030
C 2.6348 -1.6891 -0.1945
O 2.9673 -2.8579 -0.1092
O 1.4646 -1.3054 -0.6641
H 4.0140 0.9574 -0.7943
H 3.1902 1.2343 0.6471
H 4.3801 -1.0163 0.5377
O 0.1078 -2.3620 1.3265
C -0.6604 -2.8040 0.4728
O -1.2156 -2.0113 -0.3846
C -0.9372 -4.2685 0.3508
C -0.2537 -5.1325 1.1967
C -0.4487 -6.5034 1.1042
C -1.3279 -7.0120 0.1593
C -1.9843 -6.1230 -0.6694
C -1.8152 -4.7550 -0.6042
N -2.9165 -6.6693 -1.6883
O -3.3943 -5.8914 -2.4857
O -3.0867 -7.8715 -1.7070
H 0.4408 -4.7102 1.9098
H 0.0880 -7.1755 1.7593
H -1.5035 -8.0720 0.0557
H -2.3477 -4.0908 -1.2667

- E_tot (Eh) = -4127.48785
- highest occupied orbital energy (alpha / beta) (eV) = -3.88 / -5.06
- multiplicity = 3
- relative energy (zero: lowest compared OMol25 entry of this formula, charge and spin) (eV) = 1.557
- F_max (Eh/bohr) = 0.0177
- charge = -1
- frontier orbital gap (alpha / beta) (eV) = 5.203 / 6.373

The lowest E_tot belongs to which entry?
C31H20Br2MgN6O3

Which of these has the lowest F_max?
C31H20Br2MgN6O3